1.
A molecular structure, C18H28FKN4O2SSi. Source: OMol25; level of theory: ωB97M-V with the def2-TZVPD basis set.

Positions of all 56 atoms, in Å:
O 0.48 -1.37 3.60
C 3.21 -0.81 -2.98
C 0.08 2.05 4.01
H -1.95 -5.09 -0.86
H 0.67 -1.16 7.34
H 1.58 -1.86 5.98
N 0.19 0.88 3.41
H 0.06 3.14 5.93
N 0.08 -1.74 -1.26
C -2.44 -2.54 -2.74
C 1.12 -2.58 -3.35
H 0.32 -3.30 -3.52
C 0.33 1.04 6.13
H -0.45 -4.67 0.00
C -1.01 -4.53 -0.93
C 1.05 -1.76 -2.19
H -0.42 -4.97 -1.74
K 0.32 -0.25 0.91
H 2.14 -3.18 -5.13
H -2.63 3.71 -1.60
H -3.37 -3.10 -2.60
C 3.21 -1.63 -4.11
H -1.42 4.47 -0.55
C 0.15 2.18 5.43
C -2.36 -2.06 0.22
F 2.22 -0.06 -0.99
N 0.44 -0.16 5.53
C 2.17 -0.90 -2.09
C 2.16 -2.52 -4.27
H -1.33 4.07 -3.57
H 0.40 1.03 7.21
H 1.19 4.15 -1.84
H -0.75 5.45 -2.65
H -0.10 3.00 2.21
H -3.30 -2.61 0.31
H 1.11 3.83 -3.58
H -0.16 -2.09 6.07
H -1.84 -2.15 1.18
H -0.19 1.73 -3.14
H 4.01 -0.11 -2.79
Si -1.32 -2.69 -1.23
C -1.57 3.84 -1.44
C 0.58 3.71 -2.63
H -2.71 -1.49 -2.91
H -2.62 -1.00 0.08
H -0.13 4.04 3.62
S -0.84 2.24 -0.93
N -0.09 3.12 3.22
C 0.64 -1.39 6.28
O -0.02 2.54 0.31
H 1.18 1.66 -2.02
H 4.02 -1.58 -4.82
H -1.96 -2.90 -3.66
C -0.80 4.36 -2.66
C 0.37 -0.27 4.13
C 0.32 2.25 -2.32

Results
HOMO level in eV: -5.97
LUMO energy in eV: 0.1
Charge: 0
Energy relative to the best compared isomer or geometry (same formula, charge and spin) in kJ/mol: 20.77
Energy in eV: -66934.440

***

2.
A molecular structure, C2H4NO2 in a non-equilibrium geometry. Source: OMol25; level of theory: ωB97M-V with the def2-TZVPD basis set.

Positions of all 9 atoms, in Å:
H -1.44 1.23 0.49
O 1.01 0.21 -0.01
C -0.10 -0.36 -0.04
C -1.41 0.35 0.03
N 2.68 -0.49 0.00
O 3.35 0.36 0.05
H -2.27 -0.30 0.54
H -1.75 0.50 -0.92
H -0.07 -1.50 -0.14

Results
HOMO level in eV: -16.56
LUMO energy in eV: -7.0
Charge: +1
Energy relative to the best compared isomer or geometry (same formula, charge and spin) in kJ/mol: 316.94
Energy in eV: -7712.671

***

3.
7 unconnected molecules or ions with the total composition C32H53F13O15S7. Source: OMol25; level of theory: ωB97M-V with the def2-TZVPD basis set.

Positions of all 120 atoms, in Å:
F 0.63 -0.09 -2.83
C 0.45 6.71 -4.14
H -4.25 -5.13 3.41
C 8.50 2.10 1.37
H 4.58 -1.48 -2.99
C 0.30 2.83 -0.91
C -0.17 -0.37 -3.88
H -3.58 -3.84 4.42
C 2.91 0.18 0.36
H 4.81 -1.22 2.82
H -1.15 8.16 -3.97
H 7.36 -4.52 -1.47
S 6.30 -2.39 -1.63
C -10.35 -2.93 5.65
F -0.49 2.72 0.16
C -0.08 8.10 -3.74
H 7.42 4.68 1.44
C 3.25 -2.15 1.62
H 9.26 1.32 1.32
C 5.47 -3.24 -3.96
H -5.57 -2.02 5.50
H 4.67 -3.60 -4.60
S 1.16 8.31 -6.09
O 5.27 3.37 2.23
F 0.67 1.62 -4.78
H -3.42 -2.94 2.14
H 1.12 5.93 -6.08
O -3.77 -4.17 -1.24
H 6.90 -4.88 -4.15
H -5.07 -3.50 1.76
H 2.72 -2.38 2.55
C -1.59 1.88 -4.10
F -1.49 1.21 -1.81
C 6.30 -4.40 -3.39
H -12.34 -4.78 6.23
S -3.18 -2.94 -1.68
H 9.45 3.05 3.06
O -9.61 -3.30 8.17
H -11.77 -3.60 4.15
O 5.85 -2.67 -0.29
H 7.50 0.90 2.90
C 9.00 3.34 2.11
F -2.79 1.29 -4.32
C 0.49 6.71 -5.66
C 4.92 -2.48 -2.76
H 0.09 10.00 -4.81
C -0.47 3.32 -2.16
H 9.76 3.88 1.53
H -9.63 -6.15 6.33
H 5.14 -1.28 1.08
C -5.99 -2.41 4.58
C -0.81 -2.34 -2.54
H -1.88 -1.85 -0.24
F 0.60 -1.09 -4.75
H -9.70 -2.24 5.13
H 7.92 4.95 3.14
H 0.05 -2.80 -3.01
H 6.11 -2.59 -4.56
H 4.50 1.05 1.56
C 7.25 1.60 2.10
C 3.74 0.27 1.64
H -10.69 -5.68 7.68
C -4.41 -3.15 2.55
C -1.33 -1.25 -3.48
F -1.05 4.48 -1.82
F -1.56 3.01 -4.85
O 2.14 -2.08 -0.79
C -10.96 -4.01 4.76
H -0.51 6.65 -6.09
O -8.07 -4.06 6.34
O -2.79 -2.15 -0.28
S 6.51 3.05 2.88
O -4.04 -0.83 3.74
H 0.04 8.28 -2.67
H -6.54 -4.36 3.84
S 2.08 -1.40 0.49
H -1.73 -1.74 -4.35
O 0.82 -1.21 1.16
F -0.90 0.60 -5.89
H -0.19 5.92 -3.76
C 4.36 -1.12 1.83
H -10.20 -4.40 4.08
H 3.10 0.52 2.49
F -2.77 2.86 -2.37
H -5.77 -4.40 5.41
C 7.77 4.21 2.36
C -11.45 -5.12 5.70
H 3.63 -3.07 1.18
C 7.19 -3.81 -2.28
H 3.55 0.14 -0.52
C -4.40 -4.10 3.73
S -5.11 -1.64 3.21
H -0.44 -1.93 -1.60
H 8.23 2.37 0.34
C -10.32 -5.39 6.70
O 6.59 2.90 4.31
H 8.14 -3.46 -2.66
O -1.75 -3.39 -2.34
C -1.57 2.29 -2.61
F 1.25 3.76 -0.63
H 1.61 9.45 -4.07
O 7.06 -1.20 -1.92
F 0.92 1.68 -1.19
O 2.60 8.21 -6.13
H 1.45 6.57 -3.74
C -0.48 0.94 -4.64
H 5.63 -5.15 -2.97
F 0.42 3.58 -3.12
H 6.53 1.15 1.43
H 4.12 -3.04 -2.26
O -6.06 -1.10 2.27
H -11.72 -6.02 5.15
O 0.42 8.87 -7.19
C 0.69 9.14 -4.56
H -11.12 -2.38 6.20
C -5.75 -3.92 4.44
H -7.04 -2.15 4.51
H 2.18 0.96 0.26
H -2.14 -0.70 -3.01
S -9.40 -3.86 6.86

Results
HOMO level in eV: -9.81
LUMO energy in eV: 0.3
Charge: 0
Energy in eV: -175927.938

***

4.
A single C4H7ClFNO molecule in a non-equilibrium geometry. Source: OMol25; level of theory: ωB97M-V with the def2-TZVPD basis set.

Positions of all 15 atoms, in Å:
H -0.41 -2.30 -0.40
H -0.27 2.02 1.28
H 1.31 1.69 0.71
H 0.49 -0.52 -1.95
Cl 2.52 -0.28 -0.66
C 0.73 -0.36 -0.88
C -0.13 0.85 -0.41
H -1.75 0.04 0.83
O 0.39 -1.53 1.22
H -0.45 1.66 -1.12
C -0.10 -1.33 -0.01
N 0.37 1.31 0.87
F -2.00 -0.36 -1.17
C -1.18 -0.22 -0.05
H 0.48 -0.66 1.74

Results
HOMO level in eV: -9.96
LUMO energy in eV: 0.8
Charge: 0
Energy relative to the best compared isomer or geometry (same formula, charge and spin) in kJ/mol: 28.50
Energy in eV: -23038.034

***

5.
2 unconnected molecules or ions with the total composition C4H10NO in a non-equilibrium geometry. Source: OMol25; level of theory: ωB97M-V with the def2-TZVPD basis set.

Positions of all 16 atoms, in Å:
N -0.43 2.21 0.32
H -2.04 1.24 1.26
H -0.15 -2.40 0.88
C -1.42 1.35 0.36
H 0.95 0.77 -0.85
H -0.61 2.97 0.98
H -0.61 -1.98 -0.79
C 1.30 -1.23 -0.14
H 2.50 0.08 -1.41
H 1.73 -0.88 0.81
C 1.45 -0.14 -1.20
H 1.86 -2.13 -0.44
C -0.17 -1.56 0.15
H -1.91 1.07 -0.57
O -0.89 -0.51 0.64
H 0.97 -0.45 -2.14

Results
HOMO level in eV: -2.76
LUMO energy in eV: 4.6
Charge: -1
Energy relative to the best compared isomer or geometry (same formula, charge and spin) in kJ/mol: 164.85
Energy in eV: -7845.828

***

6.
A molecular structure, C34H78Br4N10O10 in a non-equilibrium geometry. Source: OMol25; level of theory: ωB97M-V with the def2-TZVPD basis set.

Positions of all 136 atoms, in Å:
H -31.74 -5.10 -0.47
H -29.54 -2.24 -1.52
H -21.17 -0.08 -0.73
N -30.74 -4.17 1.23
H -23.46 -4.60 -3.96
H -27.70 -7.61 -1.93
H -21.38 -3.68 2.73
C -27.05 -6.13 1.12
H -29.38 -6.63 2.74
C -28.39 -3.21 -4.61
H -26.28 -5.86 4.50
C -27.22 -5.22 -1.13
H -21.07 -1.81 -0.48
H -30.95 -0.58 -1.57
C -23.37 -0.90 0.86
Br -28.01 0.03 -3.61
H -30.24 3.61 1.17
H -27.31 0.76 3.68
N -27.41 -6.39 -0.28
H -29.84 -2.14 -0.19
H -23.94 -3.86 0.19
H -32.20 -3.59 2.51
H -31.81 0.92 1.11
N -23.05 -0.93 -0.61
H -30.66 0.82 -0.46
O -26.86 -3.98 -2.22
H -22.34 -4.91 3.68
H -27.76 -5.43 1.56
C -21.60 -1.03 -1.03
H -26.90 -7.08 3.46
C -29.07 -4.44 -2.59
H -29.03 -3.44 3.18
H -23.57 -2.93 -3.89
H -26.45 -2.38 -1.64
H -27.75 -2.39 -4.95
H -23.14 0.04 1.36
H -22.48 -3.35 -1.86
C -27.51 -7.64 -0.84
H -29.34 -6.59 4.51
C -29.07 -2.00 -2.48
C -31.66 -4.19 0.13
C -28.01 -3.87 3.23
H -25.97 -5.74 2.81
O -24.52 -2.49 0.28
H -26.20 0.66 -1.96
H -28.84 -2.13 0.80
N -29.83 1.53 1.35
Br -28.51 0.03 -1.60
N -28.81 -3.26 -3.19
H -24.80 -5.26 3.09
H -30.63 2.63 -0.29
C -25.74 -3.91 -1.63
H -25.16 -3.61 3.23
C -26.79 -0.09 3.24
C -28.60 1.01 1.47
H -23.03 -4.94 -1.23
H -22.69 -3.10 3.81
O -30.33 -3.81 3.37
H -22.80 -1.70 1.33
N -23.44 -3.91 2.17
H -29.27 -3.84 -0.16
H -25.23 0.82 -4.40
H -28.61 -4.22 1.34
H -30.85 -0.09 2.22
H -27.62 -3.68 -1.14
H -31.28 -3.40 -0.52
O -29.60 -4.61 -1.51
C -29.92 2.79 0.53
H -27.97 -2.76 2.23
C -29.26 -5.98 3.61
C -31.12 -3.80 2.46
C -23.30 -3.90 -1.38
C -26.75 -6.00 3.52
H -27.08 -0.10 2.19
C -28.54 -1.61 3.91
H -24.15 -0.07 -3.35
C -22.33 -3.94 3.20
H -28.75 -2.67 4.10
H -27.76 -1.08 1.66
H -23.46 -3.50 -0.38
H -25.74 0.17 3.35
H -29.47 -5.45 0.30
H -31.32 1.44 2.82
N -24.48 -3.89 -2.17
H -29.74 -1.33 -3.01
C -29.48 -4.45 0.72
C -30.32 -0.16 -0.79
O -22.03 -3.18 0.56
H -24.98 -1.51 -1.03
C -27.19 -2.71 -0.91
C -30.32 -1.30 0.32
H -25.59 -2.34 2.05
H -26.45 -4.61 -0.65
H -30.14 -5.34 3.74
H -25.99 -5.89 1.20
C -26.12 -2.13 4.38
H -28.09 -4.60 -0.96
H -26.24 -1.02 -2.04
H -27.82 -4.08 -4.92
H -26.94 -5.31 -2.18
O -28.34 -0.11 2.03
O -27.61 -8.68 -0.16
C -24.75 -4.33 2.52
O -23.83 -1.40 -2.72
H -27.88 1.69 0.98
C -25.57 -2.44 0.95
C -24.14 -3.82 -3.61
H -29.79 -1.00 1.23
H -27.11 -7.06 1.68
C -23.98 -1.35 -1.47
C -23.11 -3.66 0.88
N -27.10 -1.32 3.91
C -26.24 -0.15 -2.68
H -25.63 -3.95 -0.54
H -26.61 -2.95 4.91
H -27.94 -1.99 -1.24
H -29.06 -1.12 4.74
H -24.38 -1.29 1.01
H -28.10 -1.56 -2.24
H -25.05 -3.88 -4.20
O -24.90 -2.05 4.26
Br -25.25 -1.55 -5.07
H -29.14 -1.37 3.03
H -21.47 -1.22 -2.09
H -25.38 -4.54 1.65
H -29.35 -3.23 -5.13
H -32.68 -4.01 0.45
C -31.05 0.93 1.90
O -26.96 -3.19 3.03
N -26.81 -2.47 0.45
C -27.90 -2.12 1.35
N -28.02 -5.18 3.49
Br -32.19 -1.86 0.76
C -25.16 -0.05 -3.75
H -28.97 3.08 0.06
H -28.83 -5.33 -3.20

Results
HOMO level in eV: -6.57
LUMO energy in eV: -0.2
Charge: 0
Energy relative to the best compared isomer or geometry (same formula, charge and spin) in kJ/mol: 6409.84
Energy in eV: -352002.666

***

7.
A single C9H14O3 molecule in a non-equilibrium geometry. Source: OMol25; level of theory: ωB97M-V with the def2-TZVPD basis set.

Positions of all 26 atoms, in Å:
H -2.05 0.07 -3.38
O 0.21 1.45 1.07
C -1.24 -0.02 -0.27
C -2.28 -0.06 -2.38
H 3.23 1.77 1.70
C 1.10 -0.63 0.53
H 1.80 0.01 2.60
C -2.05 -1.42 -0.37
H -2.13 0.51 0.24
C 2.70 1.25 1.00
H -3.41 -2.01 -2.06
H -0.13 0.04 -2.26
O 1.91 -1.44 1.29
H -1.42 -2.02 -2.44
C -2.46 -1.49 -1.90
H -3.23 0.56 -2.27
H -1.32 -2.17 -0.17
H -2.91 -1.43 0.36
O 1.48 1.85 0.55
H -1.05 1.66 -1.66
C -0.18 -0.06 0.91
H 1.50 -0.60 -0.56
C 2.02 -0.01 1.53
H -0.57 -0.39 1.80
C -1.03 0.48 -1.61
H 3.33 0.81 0.15

Results
HOMO level in eV: -9.48
LUMO energy in eV: 1.0
Charge: 0
Energy relative to the best compared isomer or geometry (same formula, charge and spin) in kJ/mol: 759.51
Energy in eV: -15693.602

***

8.
A molecular structure, C35H21Cl5F5N2O3PRuSTe in a non-equilibrium geometry. Source: OMol25; level of theory: ωB97M-V with the def2-TZVPD basis set.

Positions of all 75 atoms, in Å:
C 2.98 -3.18 1.99
C -1.81 1.43 -1.64
N 1.71 1.14 1.34
C -0.36 6.38 3.49
H 2.79 -3.82 2.85
C 3.48 -1.55 -0.19
C -0.48 3.98 1.94
H 1.26 1.93 1.81
C -0.88 4.05 3.30
Cl -4.62 3.63 -4.46
C -0.83 5.21 4.05
F -1.33 2.93 3.89
C 2.18 -1.97 0.07
H 0.93 -3.11 1.39
H -0.85 -5.89 -2.17
F 0.53 7.49 1.62
H -1.91 -3.33 5.52
Ru -0.11 0.88 -0.32
F -1.23 5.20 5.33
C -2.34 -3.85 0.07
Cl -1.76 4.77 -3.89
C -2.12 -4.97 -0.71
H -3.20 -3.80 0.74
C -1.44 2.61 -2.29
Cl 0.17 3.14 -1.98
C 1.94 -2.79 1.18
H -4.05 0.17 4.08
P 0.76 -1.35 -0.89
N 2.91 1.51 0.72
C 2.60 -2.18 -4.49
F -0.32 7.52 4.21
C 0.54 -0.60 -3.53
H 0.70 -3.99 -2.29
C 2.30 -2.18 -3.13
H -3.91 -1.68 5.95
C 0.07 6.36 2.17
C 0.02 5.20 1.43
H 5.10 -3.06 2.37
C 2.95 1.57 -0.69
C -3.08 0.95 -1.92
C 1.87 -1.40 -5.36
H -0.25 0.03 -3.14
H 3.42 -2.79 -4.86
C -2.34 -0.74 3.15
H 2.88 -2.80 -2.46
C -1.47 -2.78 0.00
C 0.84 -0.61 -4.88
F 0.45 5.24 0.16
C -2.28 3.30 -3.14
O 2.05 0.88 -1.28
H 3.67 -0.90 -1.04
C -1.02 -5.02 -1.55
Cl -5.52 0.97 -3.12
H 2.10 -1.41 -6.42
H -1.64 -1.89 0.60
H 5.53 -1.60 0.42
C 4.52 -1.95 0.63
C -0.15 -3.95 -1.62
Te -2.03 0.62 1.58
C -0.36 -2.81 -0.84
C -3.96 1.61 -2.78
C -2.20 -2.48 4.91
H 1.88 0.40 2.01
H -2.81 -5.81 -0.67
O 3.87 2.19 -1.20
C 1.27 -1.39 -2.65
S -1.31 -2.09 3.50
Cl -3.60 -0.55 -1.22
C -3.31 -0.62 4.11
H 0.27 0.02 -5.56
C -3.23 -1.62 5.11
C 4.28 -2.76 1.72
H 3.43 2.25 1.16
C -3.56 2.80 -3.39
O -0.55 2.90 1.24

Results
HOMO level (spin up / spin down) in eV: -5.26 / -5.28
2S+1: 2
LUMO energy (spin up / spin down) in eV: 2.0 / 0.7
Charge: -1
Energy relative to the best compared isomer or geometry (same formula, charge and spin) in kJ/mol: 111.52
Energy in eV: -151957.692